Record 1
Molecular formula: C12H48N14O12
Method: DFT, ωB97M-V with the def2-TZVPD basis set

Last columns: bonded neighbours and bond lengths (Å).
Element x y z (Å)
1 C 3.97 -0.13 -1.66  O2 1.384, N3 1.313, N4 1.306
2 O 5.30 -0.38 -1.35  C1 1.384
3 N 3.50 1.04 -2.03  C1 1.313, H5 1.060, H6 1.075
4 N 3.06 -1.06 -1.79  C1 1.306, H7 1.059, H8 1.013
5 H 4.14 1.88 -2.08  N3 1.060
6 H 2.45 1.19 -2.20  N3 1.075
7 H 3.36 -2.04 -1.52  N4 1.059
8 H 2.24 -1.06 -2.38  N4 1.013
9 C -0.68 -0.58 3.66  O10 1.393, N11 1.307, N12 1.287
10 O 0.40 -1.37 3.27  C9 1.393
11 N -1.87 -1.00 3.95  C9 1.307, H13 1.060, H14 0.975
12 N -0.65 0.70 3.82  C9 1.287, H15 1.031, H16 1.048
13 H -2.14 -2.03 3.97  N11 1.060
14 H -2.56 -0.46 4.38  N11 0.975
15 H 0.18 1.07 3.34  N12 1.031
16 H -1.51 1.30 3.91  N12 1.048
17 C 1.19 2.75 -2.57  O18 1.393, N19 1.314, N20 1.337
18 O 1.47 3.37 -3.78  C17 1.393
19 N 1.80 3.26 -1.52  C17 1.314, H21 1.048, H22 1.037
20 N 0.57 1.57 -2.46  C17 1.337, H23 1.026, H24 1.101
21 H 2.40 4.10 -1.70  N19 1.048
22 H 1.82 2.72 -0.63  N19 1.037
23 H 0.13 1.08 -3.25  N20 1.026
24 H 0.27 1.21 -1.46  N20 1.101
25 C -3.30 -2.25 1.01  O26 1.394, N27 1.274, N28 1.281
26 O -4.37 -2.24 1.89  C25 1.394
27 N -2.19 -1.68 1.28  C25 1.274, H29 1.060, H30 1.006
28 N -3.28 -2.91 -0.09  C25 1.281, H31 1.020, H32 1.014
29 H -2.07 -1.25 2.24  N27 1.060
30 H -1.35 -1.81 0.73  N27 1.006
31 H -4.11 -3.46 -0.33  N28 1.020
32 H -2.37 -3.00 -0.53  N28 1.014
33 C -2.49 -1.28 -2.91  O34 1.368, N35 1.275, N36 1.307
34 O -1.69 -0.59 -2.04  C33 1.368
35 N -3.39 -2.12 -2.58  C33 1.275, H37 1.094, H38 1.032
36 N -2.34 -1.40 -4.20  C33 1.307, H39 1.068, H40 1.004
37 H -3.40 -2.30 -1.50  N35 1.094
38 H -3.43 -2.98 -3.14  N35 1.032
39 H -3.15 -1.58 -4.88  N36 1.068
40 H -1.67 -0.76 -4.59  N36 1.004
41 C 1.04 0.66 0.67  O42 1.401, N43 1.254, N44 1.282
42 O 1.01 1.48 1.81  C41 1.401
43 N 1.94 -0.19 0.47  C41 1.254, H45 1.033, H46 1.041
44 N -0.01 0.65 -0.07  C41 1.282, H47 1.049, H48 1.040
45 H 2.66 -0.19 1.21  N43 1.033
46 H 2.28 -0.43 -0.48  N43 1.041
47 H -0.75 1.33 0.22  N44 1.049
48 H -0.40 -0.08 -0.70  N44 1.040
49 C 0.14 -2.74 -1.18  O50 1.385, N51 1.281, N52 1.284
50 O 0.59 -2.16 -2.35  C49 1.385
51 N -0.75 -3.66 -1.25  C49 1.281, H53 1.057, H54 1.022
52 N 0.49 -2.43 0.01  C49 1.284, H55 1.038, H56 1.026
53 H -1.02 -3.88 -2.25  N51 1.057
54 H -0.88 -4.33 -0.49  N51 1.022
55 H 1.00 -1.54 0.21  N52 1.038
56 H 0.19 -2.94 0.85  N52 1.026
57 C -2.93 1.63 1.04  O58 1.407, H59 1.070, H60 1.057, H61 1.054
58 O -1.90 2.51 0.64  C57 1.407, H62 0.926
59 H -2.81 1.44 2.08  C57 1.070
60 H -2.77 0.79 0.42  C57 1.057
61 H -3.90 2.01 0.85  C57 1.054
62 H -2.05 3.32 1.06  O58 0.926
63 C 3.72 -2.97 0.90  O64 1.424, H65 1.056, H66 1.090, H67 1.075
64 O 3.11 -3.47 -0.28  C63 1.424, H68 0.982
65 H 4.44 -3.67 1.22  C63 1.056
66 H 2.98 -2.76 1.68  C63 1.090
67 H 4.15 -2.00 0.71  C63 1.075
68 H 2.16 -3.25 -0.21  O64 0.982
69 C -3.34 1.80 -2.19  O70 1.425, H71 1.101, H72 1.170, H73 1.077
70 O -3.89 3.10 -1.99  C69 1.425, H74 0.938
71 H -2.29 1.80 -1.85  C69 1.101
72 H -3.28 1.55 -3.34  C69 1.170
73 H -3.89 1.07 -1.62  C69 1.077
74 H -4.06 3.27 -1.08  O70 0.938
75 C 0.61 4.55 1.70  O76 1.469, H77 1.090, H78 1.115, H79 1.086
76 O 0.61 5.03 0.32  C75 1.469, H80 0.953
77 H -0.01 3.66 1.86  C75 1.090
78 H 0.35 5.33 2.45  C75 1.115
79 H 1.59 4.15 1.97  C75 1.086
80 H 0.90 4.38 -0.31  O76 0.953
81 C 3.28 0.12 3.45  O82 1.395, H83 1.027, H84 1.163, H85 1.028
82 O 3.89 0.41 2.23  C81 1.395, H86 0.947
83 H 3.94 0.43 4.17  C81 1.027
84 H 3.14 -1.03 3.41  C81 1.163
85 H 2.30 0.42 3.53  C81 1.028
86 H 4.15 1.32 2.18  O82 0.947

Energy: -58649.0432 eV
Molar mass: 580.602 g/mol
HOMO: -8.91 eV
Energy relative to the best compared isomer or geometry (same formula, charge and spin): 11.758 eV
Kohn-Sham gap: 8.47 eV
SMILES string: NC(N)=O.NC(N)=O.NC(N)=O.NC(N)=O.NC(N)=O.NC(N)=O.NC(N)=O.CO.CO.CO.CO.CO

Results of the Mulliken charge analysis, in e, for atoms 1 through 4: C 0.477; O -0.753; N -0.055; N -0.298



Record 2
Molecular formula: C12H48N20O12
Method: DFT, ωB97M-V with the def2-TZVPD basis set

Last columns: bonded neighbours and bond lengths (Å).
Element x y z (Å)
1 C 1.01 -5.66 -2.21  O2 1.425, H3 1.090, H4 1.090, H5 1.090
2 O 2.31 -5.36 -1.69  C1 1.425, H6 0.960
3 H 0.62 -6.54 -1.69  C1 1.090
4 H 0.35 -4.80 -2.18  C1 1.090
5 H 1.10 -5.90 -3.27  C1 1.090
6 H 2.29 -4.67 -1.03  O2 0.960
7 C 5.40 1.41 -5.83  O8 1.390, H9 1.090, H10 1.090, H11 1.090
8 O 5.74 2.72 -5.50  C7 1.390, H12 0.960
9 H 4.83 0.99 -5.00  C7 1.090
10 H 4.75 1.25 -6.68  C7 1.090
11 H 6.30 0.80 -5.92  C7 1.090
12 H 4.95 3.20 -5.24  O8 0.960
13 C 1.83 6.88 -2.22  O14 1.203, N15 1.329, N16 1.302
14 O 2.32 6.11 -3.00  C13 1.203
15 N 2.17 6.87 -0.93  C13 1.329, H17 1.010, H18 1.010
16 N 0.83 7.68 -2.44  C13 1.302, H19 1.010, H20 1.010
17 H 2.93 6.34 -0.54  N15 1.010
18 H 1.67 7.36 -0.20  N15 1.010
19 H 0.33 8.28 -1.80  N16 1.010
20 H 0.35 7.52 -3.32  N16 1.010
21 C -7.32 -3.66 0.45  O22 1.220, N23 1.309, N24 1.256
22 O -7.05 -3.49 1.63  C21 1.220
23 N -6.43 -4.00 -0.45  C21 1.309, H25 1.010, H26 1.010
24 N -8.47 -3.72 -0.04  C21 1.256, H27 1.010, H28 1.010
25 H -6.68 -4.21 -1.40  N23 1.010
26 H -5.49 -3.92 -0.10  N23 1.010
27 H -9.22 -3.58 0.62  N24 1.010
28 H -8.61 -3.95 -1.02  N24 1.010
29 C -3.76 3.69 -1.59  O30 1.267, N31 1.302, N32 1.306
30 O -2.97 2.76 -1.93  C29 1.267
31 N -3.26 4.69 -0.92  C29 1.302, H33 1.010, H34 1.010
32 N -5.07 3.70 -1.52  C29 1.306, H35 1.010, H36 1.010
33 H -2.27 4.88 -0.97  N31 1.010
34 H -3.84 5.46 -0.65  N31 1.010
35 H -5.59 2.87 -1.79  N32 1.010
36 H -5.57 4.43 -1.05  N32 1.010
37 C -5.48 -1.45 -5.06  O38 1.185, N39 1.302, N40 1.311
38 O -4.78 -2.39 -4.89  C37 1.185
39 N -6.77 -1.52 -5.24  C37 1.302, H41 1.010, H42 1.010
40 N -5.08 -0.21 -5.16  C37 1.311, H43 1.010, H44 1.010
41 H -7.12 -2.39 -5.61  N39 1.010
42 H -7.20 -0.63 -5.43  N39 1.010
43 H -5.87 0.42 -5.09  N40 1.010
44 H -4.16 0.00 -4.80  N40 1.010
45 C 1.44 -0.48 -0.34  O46 1.177, N47 1.317, N48 1.279
46 O 2.14 -1.14 0.34  C45 1.177
47 N 0.20 -0.67 -0.74  C45 1.317, H49 1.010, H50 1.010
48 N 1.83 0.68 -0.73  C45 1.279, H51 1.010, H52 1.010
49 H -0.31 0.12 -1.13  N47 1.010
50 H -0.29 -1.44 -0.32  N47 1.010
51 H 2.73 1.06 -0.49  N48 1.010
52 H 1.10 1.24 -1.15  N48 1.010
53 C -4.62 0.78 3.89  O54 1.155, N55 1.318, N56 1.353
54 O -3.93 1.62 4.29  C53 1.155
55 N -4.86 0.69 2.60  C53 1.318, H57 1.010, H58 1.010
56 N -5.36 -0.04 4.67  C53 1.353, H59 1.010, H60 1.010
57 H -5.30 -0.14 2.23  N55 1.010
58 H -4.34 1.29 1.97  N55 1.010
59 H -5.68 -0.91 4.26  N56 1.010
60 H -5.36 -0.02 5.68  N56 1.010
61 C 6.77 2.73 1.70  O62 1.224, N63 1.314, N64 1.298
62 O 6.35 3.87 1.55  C61 1.224
63 N 6.33 1.81 2.53  C61 1.314, H65 1.010, H66 1.010
64 N 7.72 2.19 0.99  C61 1.298, H67 1.010, H68 1.010
65 H 5.67 2.15 3.22  N63 1.010
66 H 6.68 0.88 2.40  N63 1.010
67 H 7.85 1.20 1.11  N64 1.010
68 H 8.02 2.69 0.16  N64 1.010
69 C -1.57 -5.08 3.23  O70 1.231, N71 1.312, N72 1.275
70 O -1.69 -4.82 2.03  C69 1.231
71 N -2.23 -4.53 4.22  C69 1.312, H73 1.010, H74 1.010
72 N -0.84 -5.96 3.78  C69 1.275, H75 1.010, H76 1.010
73 H -1.95 -4.89 5.13  N71 1.010
74 H -3.08 -4.02 4.04  N71 1.010
75 H -0.66 -5.91 4.77  N72 1.010
76 H -0.30 -6.54 3.15  N72 1.010
77 C 8.38 -3.29 0.85  O78 1.224, N79 1.360, N80 1.360
78 O 8.59 -2.40 1.67  C77 1.224
79 N 7.17 -3.49 0.27  C77 1.360, H81 1.010, H82 1.010
80 N 9.40 -4.10 0.46  C77 1.360, H83 1.010, H84 1.010
81 H 6.44 -2.85 0.54  N79 1.010
82 H 7.14 -4.03 -0.59  N79 1.010
83 H 10.32 -3.80 0.75  N80 1.010
84 H 9.34 -4.75 -0.30  N80 1.010
85 C 1.40 2.87 5.17  O86 1.202, N87 1.294, N88 1.309
86 O 2.52 3.14 5.48  C85 1.202
87 N 1.03 2.14 4.16  C85 1.294, H89 1.010, H90 1.010
88 N 0.32 3.24 5.81  C85 1.309, H91 1.010, H92 1.010
89 H 1.65 1.48 3.73  N87 1.010
90 H 0.07 2.19 3.83  N87 1.010
91 H 0.25 3.93 6.55  N88 1.010
92 H -0.51 3.06 5.28  N88 1.010

Energy: -67597.7147 eV
Molar mass: 664.644 g/mol
HOMO: -9.21 eV
Energy relative to the best compared isomer or geometry (same formula, charge and spin): 7.697 eV
Kohn-Sham gap: 9.04 eV
SMILES string: NC(N)=O.NC(N)=O.NC(N)=O.NC(N)=O.NC(N)=O.NC(N)=O.NC(N)=O.NC(N)=O.NC(N)=O.NC(N)=O.CO.CO

Results of the Mulliken charge analysis, in e, for atoms 1 through 4: C -0.462; O -0.510; H 0.215; H 0.210



The lowest HOMO belongs to which entry?
C12H48N20O12



Number 1 is which compound?
C12H48N14O12